No. 1
{"formula": "C14H19ClF2MnO5", "method": "ωB97M-V with the def2-TZVPD basis set", "total_energy_ev": -74334.52346, "total_charge": 1, "multiplicity": 5, "e_homo_ev": [-11.11, -11.18], "s_squared": 6.216, "symbols": ["Mn", "C", "O", "C", "C", "O", "C", "C", "O", "C", "H", "H", "H", "H", "H", "H", "H", "H", "H", "H", "H", "H", "H", "H", "Cl", "C", "C", "C", "C", "O", "C", "C", "O", "C", "H", "H", "H", "H", "F", "C", "F", "H"], "coordinates": [[-0.2162, 0.4186, -0.4004], [-1.7456, 2.8670, 1.1284], [-0.6079, 1.9859, 1.0832], [0.5686, 2.5611, 1.6598], [1.4353, 1.4133, 2.0894], [1.6557, 0.5544, 0.9767], [2.9452, 0.5550, 0.3741], [2.8378, 1.1211, -1.0154], [1.7839, 0.3933, -1.6556], [1.8376, 0.4766, -3.0822], [-1.8462, 3.2503, 2.1432], [-1.6219, 3.6883, 0.4241], [-2.6221, 2.2837, 0.8714], [1.0549, 3.2147, 0.9284], [0.2958, 3.1549, 2.5353], [2.3786, 1.7680, 2.5078], [0.9135, 0.8184, 2.8397], [3.6602, 1.1064, 0.9842], [3.2604, -0.4880, 0.3129], [2.6068, 2.1924, -1.0271], [3.7791, 0.9597, -1.5465], [2.7910, 0.0821, -3.4343], [1.0264, -0.1300, -3.4715], [1.7339, 1.5150, -3.4111], [-3.2043, -6.1447, 0.8271], [-2.4524, -4.5846, 0.8152], [-2.1731, -3.9449, 2.0410], [-1.5852, -2.7099, 2.0864], [-1.2491, -2.0339, 0.8964], [-0.6996, -0.8595, 0.9523], [-1.5213, -2.6871, -0.3321], [-1.1824, -2.1018, -1.5645], [-0.6681, -0.9719, -1.7548], [-2.1264, -3.9724, -0.3525], [-2.4315, -4.4540, 2.9606], [-1.3715, -2.2269, 3.0294], [-1.3734, -2.6909, -2.4676], [-2.3277, -4.4562, -1.2998], [-0.1378, 2.9599, -1.5454], [-0.7054, 1.7558, -1.8163], [-2.0154, 1.7833, -1.3979], [-0.6804, 1.5776, -2.8919]], "atomic_forces_ev_per_a": [[0.6, -0.3, 0.2], [0.0, 0.0, 0.1], [0.0, 0.0, -0.2], [0.0, 0.1, 0.1], [0.0, -0.1, 0.2], [-0.1, 0.1, -0.2], [0.1, -0.2, -0.1], [0.0, -0.1, -0.2], [0.1, 0.1, 0.2], [0.0, 0.1, 0.0], [0.0, 0.0, 0.0], [0.0, 0.0, 0.0], [0.0, 0.0, 0.0], [0.0, 0.0, 0.0], [0.0, 0.0, 0.0], [0.0, 0.0, 0.0], [0.0, 0.0, 0.0], [0.0, 0.0, 0.0], [0.0, 0.0, 0.0], [0.0, 0.0, 0.0], [0.0, 0.0, 0.0], [0.0, 0.0, 0.0], [0.0, 0.0, 0.0], [0.0, 0.0, 0.0], [0.0, 0.1, 0.0], [0.0, 0.0, 0.0], [0.0, 0.0, 0.1], [-0.1, -0.1, 0.1], [0.2, 0.3, 0.0], [-0.2, -0.2, 0.3], [-0.1, -0.2, -0.1], [0.0, 0.0, -0.1], [0.0, 0.1, -0.2], [0.0, 0.0, 0.0], [0.0, 0.0, 0.0], [0.0, 0.0, 0.0], [0.0, 0.0, 0.0], [0.0, 0.0, 0.0], [0.0, 0.0, -0.1], [-0.3, 0.4, 0.1], [-0.1, 0.2, -0.3], [0.1, -0.2, 0.1]], "lowdin_charge": [1.042, -0.033, -0.267, -0.150, -0.137, -0.187, -0.132, -0.157, -0.259, -0.058, 0.105, 0.100, 0.099, 0.140, 0.142, 0.141, 0.145, 0.139, 0.146, 0.138, 0.141, 0.105, 0.090, 0.104, 0.695, -0.661, -0.057, 0.016, -0.303, -0.118, -0.125, -0.107, -0.076, -0.046, 0.117, 0.125, 0.149, 0.123, 0.034, -0.315, 0.015, 0.133]}

***

No. 2
{"formula": "C4H10O2", "method": "ωB97M-V with the def2-TZVPD basis set", "total_energy_ev": -8401.37941, "total_charge": 0, "e_homo_ev": -7.94, "e_above_lowest_kj_mol": 402.1, "symbols": ["C", "O", "C", "C", "C", "O", "H", "H", "H", "H", "H", "H", "H", "H", "H", "H"], "coordinates": [[2.5283, -0.4156, -0.3772], [1.5628, 0.4421, 0.1727], [0.2906, 0.2387, -0.3879], [-0.7985, 0.4630, 0.4948], [-2.1239, 0.9188, -0.0325], [-1.1472, -1.3827, 0.7013], [2.2847, -1.4740, -0.1931], [2.6260, -0.2743, -1.4648], [3.4850, -0.1749, 0.0945], [-0.2681, -1.0730, -0.1025], [0.1867, 0.5917, -1.4222], [-0.5690, 0.6962, 1.5348], [-2.9427, 0.6406, 0.6323], [-2.3112, 0.4901, -1.0214], [-2.1052, 2.0110, -0.1335], [-0.6984, -1.6976, 1.5046]], "atomic_forces_ev_per_a": [[0.3, -0.2, -0.1], [-0.1, 0.0, 0.0], [-0.3, 0.3, 0.0], [0.2, 0.3, -0.3], [0.0, -0.1, 0.0], [0.3, -0.2, 0.2], [0.0, 0.2, 0.0], [0.0, 0.0, 0.2], [-0.1, -0.1, -0.1], [-0.2, 0.0, 0.2], [0.0, -0.1, 0.2], [0.0, -0.1, -0.2], [0.1, 0.0, -0.1], [0.0, 0.1, 0.1], [0.0, -0.1, 0.0], [-0.2, 0.0, -0.2]], "lowdin_charge": [-0.130, -0.191, -0.272, -0.178, -0.068, -0.146, 0.085, 0.086, 0.086, 0.134, 0.129, 0.139, 0.082, 0.091, 0.092, 0.060]}

***

No. 3
{"formula": "C4H11NO", "method": "ωB97M-V with the def2-TZVPD basis set", "total_energy_ev": -7862.84774, "total_charge": 0, "smiles": "C=CC.NCO", "e_homo_ev": -9.35, "e_above_lowest_kj_mol": 164.6, "symbols": ["C", "C", "C", "H", "H", "H", "H", "H", "H", "N", "C", "O", "H", "H", "H", "H", "H"], "coordinates": [[-1.2332, -1.3921, -0.9352], [-0.4339, -0.5890, -1.6152], [-0.6102, 0.8825, -1.7813], [-0.9556, -2.4288, -0.7545], [-2.2222, -1.1209, -0.5970], [0.4838, -0.9961, -2.0380], [0.1865, 1.4408, -1.2782], [-0.5750, 1.1519, -2.8357], [-1.5204, 1.2806, -1.3383], [1.5737, -0.5865, 1.2940], [1.0359, 0.6614, 1.8073], [-0.3861, 0.7609, 1.7195], [0.8569, -1.2949, 1.3946], [1.7613, -0.4931, 0.3045], [1.3399, 0.7830, 2.8542], [1.4517, 1.5026, 1.2542], [-0.7531, 0.4378, 2.5448]], "atomic_forces_ev_per_a": [[-0.1, -0.7, -0.2], [0.2, 0.2, 0.3], [-0.1, 0.3, -0.1], [-0.1, 0.1, -0.2], [0.1, 0.4, 0.3], [0.0, 0.0, 0.2], [0.2, -0.2, -0.1], [0.0, 0.1, -0.1], [-0.2, -0.3, -0.1], [-0.1, 0.5, 0.0], [0.1, -0.1, 0.3], [0.2, 0.1, -0.1], [0.1, -0.1, 0.0], [-0.1, -0.1, 0.0], [-0.1, -0.1, -0.1], [0.0, -0.1, -0.1], [-0.1, 0.0, 0.0]], "lowdin_charge": [-0.029, -0.266, -0.116, 0.052, 0.058, 0.094, 0.067, 0.068, 0.075, 0.021, -0.344, -0.078, 0.062, 0.048, 0.106, 0.108, 0.075]}

***

No. 4
{"formula": "C28H41AsBrN2O3S4ScSi3", "method": "ωB97M-V with the def2-TZVPD basis set", "total_energy_ev": -257386.55499, "total_charge": 0, "e_homo_ev": -6.69, "e_above_lowest_kj_mol": 11.0, "symbols": ["Sc", "O", "C", "C", "C", "C", "C", "C", "C", "O", "N", "N", "C", "C", "Br", "C", "C", "C", "C", "C", "C", "C", "H", "H", "H", "H", "H", "H", "H", "H", "H", "H", "H", "H", "H", "H", "O", "C", "S", "C", "C", "S", "S", "S", "C", "Si", "C", "C", "As", "Si", "C", "C", "C", "Si", "C", "C", "C", "H", "H", "H", "H", "H", "H", "H", "H", "H", "H", "H", "H", "H", "H", "H", "H", "H", "H", "H", "H", "H", "H", "H", "H", "H", "H", "H"], "coordinates": [[-1.2005, 0.0718, -1.1208], [-2.3498, -1.3282, -2.5534], [-1.8082, -1.4745, -3.8238], [-2.6028, -1.3619, -4.9445], [-2.0249, -1.4912, -6.2003], [-0.6647, -1.7213, -6.3216], [0.1156, -1.8195, -5.1759], [-0.4413, -1.7036, -3.9124], [0.4233, -1.7501, -2.6684], [0.3952, -0.5622, -1.9715], [-0.0097, -2.8418, -1.7652], [-0.6160, -2.4741, -0.6268], [-0.6862, -3.3113, 0.3332], [-1.3757, -2.9998, 1.5811], [-2.6107, -1.5702, 1.4546], [-1.2528, -3.6425, 2.7418], [-0.2893, -4.7103, 3.0689], [-0.6544, -5.6515, 4.0335], [0.2038, -6.6789, 4.3877], [1.4561, -6.7739, 3.7952], [1.8457, -5.8268, 2.8591], [0.9836, -4.8005, 2.5010], [-3.2871, -1.0962, -2.6011], [-3.6608, -1.1503, -4.8401], [-2.6447, -1.3978, -7.0820], [-0.2108, -1.8129, -7.2987], [1.1843, -1.9842, -5.2597], [1.4419, -2.0119, -2.9820], [0.5518, -3.6819, -1.7421], [-0.2448, -4.3031, 0.2420], [-1.9407, -3.3737, 3.5352], [-1.6297, -5.5774, 4.5003], [-0.1025, -7.4036, 5.1307], [2.1312, -7.5720, 4.0750], [2.8321, -5.8758, 2.4159], [1.3261, -4.0384, 1.8130], [-5.4380, 5.6125, -2.1918], [-4.7970, 4.6000, -2.0965], [-5.0839, 3.3590, -0.8641], [-3.7519, 2.3108, -1.3103], [-2.9629, 2.7129, -2.3157], [-1.5568, 1.8561, -2.9173], [-3.3684, 4.2367, -3.0822], [-3.5450, 0.8139, -0.4153], [-0.1781, 0.6715, 3.5896], [1.2146, 0.6373, 2.3530], [1.6964, -1.1259, 1.9529], [2.6986, 1.5021, 3.0675], [0.3853, 1.6267, 0.3768], [2.3655, 2.1030, -0.8311], [3.4162, 0.5675, -0.7774], [1.9284, 2.5275, -2.5771], [3.2917, 3.5167, -0.0484], [-0.4505, 3.7267, 1.1027], [0.7081, 4.5324, 2.3228], [-0.5941, 4.7507, -0.4388], [-2.0990, 3.4265, 1.8946], [-0.0405, -0.1191, 4.3327], [-1.1464, 0.5211, 3.1082], [-0.2116, 1.6289, 4.1159], [1.5009, -1.7692, 2.8158], [2.7581, -1.1960, 1.7075], [1.1338, -1.5111, 1.1016], [2.9962, 0.9634, 3.9730], [2.4905, 2.5365, 3.3408], [3.5452, 1.4894, 2.3785], [2.8385, -0.2878, -1.1343], [3.7738, 0.3502, 0.2309], [4.2877, 0.7012, -1.4246], [1.4796, 1.6664, -3.0751], [2.8334, 2.8207, -3.1184], [1.2057, 3.3429, -2.6313], [3.4912, 3.3541, 1.0108], [2.7554, 4.4620, -0.1562], [4.2540, 3.6160, -0.5610], [1.7544, 4.3180, 2.1146], [0.4868, 4.2152, 3.3445], [0.5744, 5.6168, 2.2688], [0.3655, 5.2013, -0.7072], [-1.3199, 5.5559, -0.2946], [-0.9289, 4.1406, -1.2804], [-1.9918, 3.0994, 2.9309], [-2.6650, 2.6681, 1.3514], [-2.6825, 4.3518, 1.8850]], "atomic_forces_ev_per_a": [[-1.1, 0.1, -0.2], [0.3, -0.2, -0.1], [-0.1, 0.0, 0.1], [0.0, 0.0, -0.1], [0.0, 0.0, 0.0], [0.0, 0.0, 0.1], [0.0, 0.0, 0.0], [0.1, 0.0, -0.1], [0.0, 0.1, 0.2], [0.5, -0.5, -0.8], [-0.1, 0.0, 0.0], [0.1, 0.1, -0.1], [-0.1, 0.0, 0.2], [0.0, 0.0, -0.3], [0.1, 0.1, 0.0], [0.1, -0.2, 0.1], [-0.1, 0.1, 0.0], [0.0, -0.1, 0.0], [0.0, 0.0, 0.0], [0.0, 0.0, 0.0], [0.0, 0.0, 0.0], [0.1, 0.0, 0.0], [0.0, 0.2, 0.1], [0.0, 0.0, 0.0], [0.0, 0.0, 0.0], [0.0, 0.0, 0.0], [0.0, 0.0, 0.0], [0.1, 0.0, 0.0], [0.0, 0.0, 0.1], [0.0, 0.0, 0.0], [0.0, 0.0, 0.0], [0.0, 0.0, 0.0], [0.0, 0.0, 0.0], [0.0, 0.0, 0.0], [0.0, 0.0, 0.0], [0.0, 0.0, 0.0], [-0.1, -0.1, -0.1], [0.3, 0.2, 0.3], [-0.1, -0.1, -0.1], [0.0, -0.1, 0.1], [0.1, 0.0, -0.1], [0.1, -0.1, 0.3], [-0.1, 0.0, -0.1], [-0.3, 0.1, 0.0], [-0.2, 0.0, 0.1], [-0.1, 0.0, -0.2], [0.0, -0.1, 0.0], [0.2, 0.1, 0.1], [0.5, 0.4, 0.7], [-0.2, -0.1, 0.0], [0.1, -0.2, 0.0], [-0.1, 0.0, -0.2], [0.1, 0.1, 0.0], [0.0, -0.1, -0.1], [0.1, 0.1, 0.1], [0.0, 0.1, -0.2], [-0.2, 0.0, 0.1], [0.0, 0.0, 0.0], [0.0, 0.0, 0.0], [0.0, 0.0, 0.0], [0.0, 0.0, 0.0], [0.0, 0.0, 0.0], [0.0, 0.0, 0.0], [0.0, 0.0, 0.0], [0.0, 0.0, 0.0], [0.0, 0.0, 0.0], [0.0, 0.0, 0.0], [0.0, 0.0, 0.0], [0.0, 0.0, 0.0], [0.0, 0.0, 0.0], [0.0, 0.0, 0.0], [0.0, 0.0, 0.0], [0.0, 0.0, 0.0], [0.0, 0.0, 0.0], [0.0, 0.0, 0.0], [0.0, 0.1, 0.0], [0.0, 0.0, 0.0], [0.0, 0.0, 0.1], [0.0, 0.0, 0.0], [0.0, 0.0, 0.0], [0.0, 0.0, 0.0], [0.0, 0.0, 0.0], [0.0, 0.0, 0.0], [0.0, 0.0, 0.0]], "lowdin_charge": [0.339, -0.078, -0.268, -0.005, -0.068, -0.078, -0.022, -0.110, -0.370, -0.317, 0.031, -0.028, -0.198, -0.617, 0.842, -0.099, -0.215, -0.038, -0.077, -0.084, -0.074, -0.051, 0.103, 0.127, 0.108, 0.103, 0.115, 0.145, 0.143, 0.132, 0.106, 0.115, 0.105, 0.104, 0.105, 0.093, -0.069, -1.020, 0.952, -1.143, -1.150, 0.576, 0.952, 0.427, -0.216, 0.283, -0.204, -0.206, 0.863, 0.289, -0.202, -0.218, -0.208, 0.301, -0.206, -0.204, -0.207, 0.036, -0.005, 0.028, 0.033, 0.032, 0.003, 0.042, 0.017, 0.018, 0.020, 0.012, 0.040, 0.012, 0.040, 0.017, 0.008, 0.027, 0.040, -0.004, 0.030, 0.041, 0.031, 0.045, -0.018, 0.025, -0.026, 0.043]}

***

No. 5
{"formula": "C6H10O", "method": "ωB97M-V with the def2-TZVPD basis set", "total_energy_ev": -8427.07532, "total_charge": 0, "smiles": "C#CC(C)(C)OC", "e_homo_ev": -9.34, "e_above_lowest_kj_mol": 401.9, "symbols": ["C", "C", "C", "C", "C", "O", "C", "H", "H", "H", "H", "H", "H", "H", "H", "H", "H"], "coordinates": [[1.0629, 1.7127, -1.1315], [0.1334, 1.3735, -0.3961], [0.1617, -0.0496, 0.1151], [1.5552, -0.4827, -0.4673], [0.0232, -0.0842, 1.6358], [-0.7566, -0.8835, -0.5444], [-2.1107, -0.5199, -0.4549], [1.8977, 2.1973, -1.5621], [1.6686, -1.5227, -0.7214], [2.3586, -0.2067, 0.2593], [1.5028, 0.0308, -1.4667], [0.8070, 0.5179, 2.1096], [0.0915, -1.1134, 1.9954], [-0.9374, 0.3442, 1.9408], [-2.2647, 0.5199, -0.7777], [-2.6620, -1.1910, -1.1188], [-2.5017, -0.6345, 0.5643]], "atomic_forces_ev_per_a": [[-1.7, 2.5, 1.0], [1.0, 0.1, -0.9], [0.4, -0.3, -0.1], [0.0, -0.6, 0.2], [0.0, 0.0, 0.0], [-0.1, -0.1, -0.1], [-0.3, 0.1, 0.1], [0.2, 0.3, -0.4], [-0.2, -0.8, 0.5], [-0.5, 0.1, -1.0], [1.0, -1.2, 1.0], [-0.1, -0.1, -0.2], [0.0, 0.1, 0.0], [0.2, -0.1, -0.1], [0.0, -0.1, 0.0], [0.1, 0.1, 0.1], [0.0, 0.0, -0.1]], "lowdin_charge": [0.103, -0.047, -0.591, -0.033, -0.027, -0.143, -0.097, 0.060, 0.073, 0.108, 0.069, 0.090, 0.092, 0.079, 0.088, 0.093, 0.084]}

***

No. 6
{"formula": "C5H7NO", "method": "ωB97M-V with the def2-TZVPD basis set", "total_energy_ev": -8834.68960, "total_charge": 0, "smiles": "C[C@H](C#N)CC=O", "e_homo_ev": -10.41, "e_above_lowest_kj_mol": 146.0, "symbols": ["C", "C", "C", "N", "C", "C", "O", "H", "H", "H", "H", "H", "H", "H"], "coordinates": [[0.1964, -0.7167, -1.7466], [0.1508, -0.4687, -0.2086], [-0.0818, -1.6643, 0.6007], [0.0133, -2.5150, 1.3801], [-0.6973, 0.7407, 0.1954], [-0.0470, 1.3071, 1.4404], [0.9068, 0.7730, 1.9604], [0.5280, -1.7272, -2.0027], [0.8704, -0.0168, -2.2518], [-0.7882, -0.5989, -2.2320], [1.0667, -0.2122, 0.4393], [-0.7003, 1.5006, -0.6008], [-1.7516, 0.5592, 0.4384], [-0.4636, 2.2189, 1.8865]], "atomic_forces_ev_per_a": [[0.2, 0.0, 0.2], [0.3, 0.1, 0.3], [-0.1, -0.9, 0.8], [-0.5, 0.5, -0.8], [0.0, 0.0, 0.2], [0.3, 0.0, 0.4], [-0.4, 0.7, 0.1], [0.1, 0.2, 0.3], [-0.1, 0.0, 0.3], [0.2, 0.0, 0.5], [0.0, -0.3, -2.2], [0.1, -0.1, 0.2], [0.1, -0.2, -0.1], [-0.2, 0.1, 0.0]], "lowdin_charge": [-0.047, -0.353, -0.218, 0.152, -0.126, -0.222, 0.047, 0.077, 0.078, 0.083, 0.144, 0.128, 0.132, 0.125]}

***

No. 7
{"formula": "C10H9NO2", "method": "ωB97M-V with the def2-TZVPD basis set", "total_energy_ev": -16095.29374, "total_charge": 0, "smiles": "N#CC[C@H]1COc2ccccc2O1", "e_homo_ev": -8.66, "e_above_lowest_kj_mol": 570.8, "symbols": ["N", "C", "C", "C", "C", "O", "C", "C", "C", "C", "C", "C", "O", "H", "H", "H", "H", "H", "H", "H", "H", "H"], "coordinates": [[-3.7114, -0.5710, -2.2127], [-2.4943, -0.8667, -1.7634], [-1.0889, -0.9600, -1.9050], [-0.3492, -1.8017, -0.7801], [1.1357, -1.6447, -1.0182], [1.5572, -0.3564, -0.7765], [1.1134, 0.3243, 0.4096], [1.6771, 1.6453, 0.6622], [1.1471, 2.4656, 1.6715], [0.0628, 2.0649, 2.3780], [-0.6945, 0.8825, 2.0066], [-0.2335, 0.0289, 1.0466], [-0.5452, -1.2525, 0.6405], [-1.0323, -1.4880, -2.7943], [-0.5441, 0.0217, -1.8664], [-0.7132, -2.9065, -0.8320], [1.0746, -2.1864, -1.9480], [1.7343, -2.4304, -0.4775], [2.4581, 1.9479, 0.0799], [1.5561, 3.4258, 1.8574], [-0.4657, 2.8282, 2.8840], [-1.6444, 0.8292, 2.7378]], "atomic_forces_ev_per_a": [[11.5, -3.1, 4.8], [-13.3, 3.9, -4.7], [2.0, 0.5, 3.7], [-0.6, 0.9, 1.7], [-1.2, -3.5, 1.8], [0.3, 1.5, 0.7], [-1.7, 3.6, 0.1], [-2.5, -3.8, 0.8], [0.5, -1.2, -0.8], [-1.6, -1.4, -2.0], [-1.6, 1.2, 3.2], [5.1, -1.4, -3.1], [-2.9, -1.3, -0.3], [1.0, -0.8, -2.0], [-0.9, -0.6, -0.6], [0.6, 2.0, 0.7], [1.5, 1.5, -2.0], [-0.6, 1.0, 0.4], [2.1, 0.8, -1.4], [0.5, 0.7, 0.0], [-0.3, 0.3, 1.3], [2.0, -0.7, -2.4]], "lowdin_charge": [0.111, -0.139, -0.150, -0.190, -0.215, -0.032, -0.062, 0.015, -0.109, -0.106, -0.011, -0.200, -0.053, 0.106, 0.158, 0.187, 0.123, 0.151, 0.075, 0.095, 0.086, 0.160]}

***

No. 8
{"formula": "C2H7N3S", "method": "ωB97M-V with the def2-TZVPD basis set", "total_energy_ev": -17491.27249, "total_charge": 0, "smiles": "CN(N)/C=N\\S", "e_homo_ev": -8.14, "e_above_lowest_kj_mol": 158.2, "symbols": ["C", "N", "N", "C", "N", "S", "H", "H", "H", "H", "H", "H", "H"], "coordinates": [[-2.5984, -0.1856, -0.0316], [-1.1754, 0.0477, -0.1555], [-0.8041, 1.3801, 0.1137], [-0.3039, -1.0143, 0.0323], [0.9655, -1.0894, 0.1088], [1.9804, 0.2959, -0.0556], [-3.1420, 0.4876, -0.6784], [-2.8810, -1.1909, -0.3205], [-2.9655, -0.0048, 0.9769], [-0.2769, 1.4444, 1.0006], [-0.2185, 1.7382, -0.6449], [-0.8153, -1.9544, 0.0831], [3.1238, -0.4236, -0.0005]], "atomic_forces_ev_per_a": [[-0.3, 0.2, 0.1], [0.4, -0.4, 0.0], [0.6, 0.1, 0.3], [0.1, 0.8, -0.1], [0.1, 0.4, 0.0], [0.1, -0.5, 0.0], [0.0, 0.2, -0.3], [0.3, -0.2, -0.1], [0.1, 0.0, 0.3], [-0.4, -0.1, -0.7], [-0.3, -0.2, 0.4], [-0.3, -0.5, 0.0], [-0.3, 0.2, 0.0]], "lowdin_charge": [-0.078, -0.254, 0.026, -0.327, -0.359, 0.662, 0.077, 0.078, 0.081, 0.076, 0.060, 0.110, -0.152]}